# 1
DFT (ωB97M-V/def2-TZVPD) results for a structure of composition C40H49ClIN11O3PRu at a distorted geometry.

Geometry (Å):
I 1.512 -9.635 0.423
Ru -1.810 -1.212 -0.541
Cl 6.966 2.579 4.275
P -5.075 -1.094 1.229
O 2.335 3.134 0.045
O -1.427 -3.259 0.641
O -1.248 -3.374 -1.538
N -0.915 0.979 -1.160
N -3.674 0.239 -0.863
N -3.844 -2.406 -0.951
N 0.412 2.634 -1.633
N 1.066 -2.229 -1.896
N -5.289 -3.663 0.131
N -5.485 1.279 -0.169
N -0.443 3.100 -0.726
N 0.561 -1.429 -0.946
N -3.518 -1.487 3.521
N -2.297 -0.902 1.782
C -3.903 1.292 -1.677
C -0.273 -5.720 1.033
C -2.221 -1.497 3.920
C 6.130 3.262 0.450
C 1.486 3.402 -2.199
C 3.949 3.589 -1.685
C 0.300 -6.959 1.228
C 0.126 1.356 -1.888
C 5.307 1.506 2.436
C 4.742 1.453 1.180
C -4.647 0.232 0.042
C 6.286 2.461 2.708
C -1.224 2.090 -0.452
C -5.026 1.949 -1.252
C -4.884 -4.362 -0.960
C 0.935 5.741 -0.343
C 2.531 3.900 -1.128
C -3.995 -3.565 -1.626
C 2.361 5.429 -0.822
C -0.559 -5.265 -0.253
C -1.474 -1.136 2.834
C -0.262 -6.070 -1.351
C -6.638 1.646 0.611
C 3.201 -3.193 -2.707
C -4.639 -2.475 0.109
C -6.116 -4.161 1.192
C 5.130 2.330 0.167
C 1.376 -0.013 0.874
C 4.515 2.246 -1.198
C 6.707 3.330 1.700
C 0.588 -7.753 0.125
C 2.405 -2.328 -1.805
C 1.590 -0.967 -0.244
C 0.309 -7.316 -1.164
C -3.532 -1.133 2.215
C -1.121 -3.892 -0.400
C 2.781 -1.505 -0.757
C -4.650 -1.868 4.321
C 2.634 6.288 -2.062
C 3.335 5.838 0.298
H 7.482 4.055 1.895
H 0.511 -7.310 2.226
H -5.512 -1.247 4.078
H 0.844 6.812 -0.184
H -1.915 -1.749 4.915
H -5.492 -4.537 2.006
H 5.297 1.941 -1.898
H 2.994 -4.242 -2.496
H 3.779 -1.338 -0.409
H 1.068 4.251 -2.741
H 1.861 6.157 -2.816
H 4.638 4.373 -1.384
H 0.432 -2.767 -2.476
H 0.301 0.081 1.044
H -6.732 -4.976 0.818
H -7.410 0.876 0.548
H -2.018 2.152 0.264
H -5.517 2.821 -1.629
H -5.253 -5.340 -1.188
H 5.011 0.803 3.197
H 0.527 -7.945 -2.016
H -3.279 1.511 -2.520
H -6.760 -3.370 1.578
H 4.265 -3.011 -2.576
H -0.493 -5.076 1.871
H 2.940 -3.018 -3.749
H -4.908 -2.914 4.141
H 0.662 0.744 -2.585
H 1.893 3.691 0.697
H 2.987 6.752 0.769
H -0.408 -1.038 2.763
H -3.471 -3.745 -2.543
H 2.631 7.337 -1.776
H 1.774 0.974 0.636
H 1.982 2.743 -2.914
H 1.861 -0.366 1.783
H 0.691 5.248 0.596
H 6.485 3.930 -0.322
H 3.598 6.067 -2.510
H 3.982 0.718 0.967
H 4.330 6.034 -0.087
H -6.364 1.787 1.658
H 0.185 5.453 -1.073
H 3.420 5.075 1.069
H -0.476 -5.725 -2.351
H 3.904 3.592 -2.773
H -4.410 -1.744 5.376
H 3.740 1.480 -1.196
H -7.040 2.580 0.219

Calculated values
- orbital gap (alpha / beta) (eV) = 4.64 / 5.16
- total energy (Eh) = -3575.3016
- 2S+1 = 2
- net charge = +2
- maximum force (eV Å⁻¹) = 2.6

***

# 2
DFT (ωB97M-V/def2-TZVPD) results for a cluster of 2 separate species, C3H6BrNO2 in total at a distorted geometry.

Geometry (Å):
Br 2.196 -0.890 0.078
O -0.351 2.044 -0.440
O 1.548 1.720 0.588
N 0.584 1.340 -0.064
C 0.666 0.001 -0.491
C -0.068 -0.702 -1.570
C -0.898 -0.233 1.765
H -0.193 -0.821 2.405
H -1.646 -0.777 1.245
H -0.990 0.848 1.900
H 0.534 -1.007 -2.400
H -0.664 -1.448 -1.040
H -0.718 -0.074 -1.975

Calculated values
- orbital gap (alpha / beta) (eV) = 7.53 / 8.82
- relative energy (zero: lowest compared OMol25 entry of this formula, charge and spin) (eV) = 6.671
- total energy (Eh) = -2896.9134
- 2S+1 = 1
- maximum force (eV Å⁻¹) = 4.7

***

# 3
DFT (ωB97M-V/def2-TZVPD) results for a cluster of 5 separate species, C7H8N2O2 in total at a distorted geometry.

Geometry (Å):
O -1.427 -1.233 3.488
O 0.835 -1.478 3.911
N 0.568 0.963 -1.732
N -0.237 -1.343 3.094
C 1.316 -1.217 1.064
C 0.240 0.178 -0.694
C -0.417 1.576 -2.706
C 1.312 -0.896 -0.292
C 0.005 -1.017 1.706
C -0.888 0.286 0.141
C -1.086 -0.241 1.315
H 2.241 -0.494 -0.882
H -1.634 2.118 -1.968
H -1.212 0.913 -3.776
H 0.600 2.655 -3.145
H 1.317 -0.090 -2.648
H 2.184 -1.465 1.645
H -1.960 0.075 1.852
H -1.757 0.709 -0.375

Calculated values
- orbital gap (eV) = 7.30
- relative energy (zero: lowest compared OMol25 entry of this formula, charge and spin) (eV) = 14.269
- total energy (Eh) = -531.0347
- 2S+1 = 1
- maximum force (eV Å⁻¹) = 7.2

***

# 4
DFT (ωB97M-V/def2-TZVPD) results for the molecule C5H14N2S at a distorted geometry.

Geometry (Å):
S 2.543 -2.250 -2.034
N -2.126 2.039 -0.414
N 0.138 0.996 0.139
C -0.296 -0.414 0.244
C 1.850 -0.910 -1.024
C -0.668 1.901 -0.656
C -0.984 -0.564 1.625
C 1.010 -1.245 0.247
H -2.545 1.324 0.180
H -0.890 -0.670 -0.632
H -2.206 2.835 0.221
H -0.595 1.601 -1.701
H 2.704 -0.328 -0.720
H -0.220 2.874 -0.479
H 0.366 1.369 1.057
H 1.547 -0.851 1.113
H 0.891 -2.312 0.426
H 1.804 -3.332 -1.676
H -1.407 -1.544 1.819
H 1.178 -0.419 -1.716
H -0.250 -0.216 2.346
H -1.842 0.116 1.634

Calculated values
- orbital gap (eV) = 9.67
- relative energy (zero: lowest compared OMol25 entry of this formula, charge and spin) (eV) = 0.625
- total energy (Eh) = -706.5671
- 2S+1 = 1
- maximum force (eV Å⁻¹) = 1.7

***

# 5
DFT (ωB97M-V/def2-TZVPD) results for a structure of composition C28H19Co2NO12 at a distorted geometry.

Geometry (Å):
Co -2.019 1.229 -0.721
Co -1.091 -0.156 -3.683
O 7.897 1.344 3.029
O 0.479 2.291 -3.817
O 7.713 -0.802 3.414
O 0.763 -2.005 -2.351
O 0.077 -0.636 2.463
O -0.106 1.637 1.939
O -4.449 1.209 0.821
O -1.247 -1.485 0.080
O -1.317 -0.886 -6.492
O -1.183 4.056 -0.791
O 1.365 -2.027 1.322
O 0.962 2.514 0.162
N 7.281 0.262 2.916
C 0.766 1.519 0.849
C -5.802 -3.213 -1.786
C -1.233 -0.611 -5.377
C -2.726 1.965 -2.320
C 1.411 0.924 3.754
C -1.263 2.930 -0.554
C 0.953 -0.885 1.437
C 2.506 0.066 -0.251
C -1.465 -0.378 -0.166
C 6.038 0.236 2.233
C -0.140 1.317 -3.774
C -2.722 -0.594 -3.069
C -5.121 -1.198 -2.948
C -1.111 0.760 3.927
C -6.114 -2.085 -2.554
C 4.240 -1.035 1.294
C 5.529 1.418 1.686
C -2.428 0.677 -2.803
C -3.482 1.198 0.174
C 0.106 0.699 3.001
C -3.770 -1.481 -2.649
C 4.405 1.354 0.880
C 1.296 0.225 0.565
C -3.465 -2.606 -1.850
C 3.778 0.121 0.642
C -4.480 -3.434 -1.404
C 5.351 -0.975 2.120
C 0.016 -1.273 -2.839
H -2.017 0.593 3.328
H -1.018 -0.033 4.678
H 2.458 -0.919 -0.730
H -6.580 -3.916 -1.492
H 1.473 0.165 4.544
H -2.205 2.759 -2.853
H -3.763 2.271 -2.145
H 3.697 -1.970 1.151
H -1.162 1.735 4.426
H -5.349 -0.266 -3.468
H -4.220 -4.257 -0.747
H -2.448 -2.823 -1.526
H -7.138 -1.871 -2.844
H 1.396 1.915 4.221
H 2.557 0.849 -1.023
H 3.981 2.246 0.413
H 2.307 0.851 3.127
H 6.077 2.338 1.827
H 5.758 -1.854 2.600

Calculated values
- orbital gap (eV) = 4.45
- total energy (Eh) = -4801.4570
- 2S+1 = 1
- net charge = -2
- maximum force (eV Å⁻¹) = 4.7

***

# 6
DFT (ωB97M-V/def2-TZVPD) results for the molecule C2H3FO2S at a distorted geometry.

Geometry (Å):
S -1.217 -0.697 0.579
F 1.905 0.364 0.676
O -1.428 0.283 1.600
O -2.248 -1.630 0.246
C 0.943 0.694 -0.269
C -0.075 -0.342 -0.565
H 0.486 1.606 0.124
H 0.140 -1.182 -1.198
H 1.494 0.905 -1.194

Calculated values
- orbital gap (eV) = 9.28
- relative energy (zero: lowest compared OMol25 entry of this formula, charge and spin) (eV) = 2.148
- total energy (Eh) = -726.4532
- 2S+1 = 1
- maximum force (eV Å⁻¹) = 2.3

***

# 7
DFT (ωB97M-V/def2-TZVPD) results for the ion C6H11N4O3 with charge +1 at a distorted geometry.

Geometry (Å):
O 1.008 -3.958 -1.818
O -0.774 2.681 1.121
O 1.284 -1.769 -2.525
N 0.080 0.288 0.141
N 1.182 -0.570 -1.885
N -0.056 -2.760 0.613
N 0.458 -0.817 -0.680
C 0.904 -2.804 -1.742
C 0.581 2.251 1.343
C 1.032 1.408 0.212
C -1.288 0.646 -0.081
C -1.664 1.629 1.121
C 0.339 -2.097 -0.458
H -1.314 1.187 -0.999
H 1.972 1.132 0.309
H 0.826 0.224 -2.564
H 0.733 1.964 -0.677
H -0.110 -3.795 0.499
H 1.210 3.111 1.625
H -1.703 0.898 2.003
H 0.484 1.740 2.336
H -0.431 -2.438 1.493
H -2.684 1.985 0.703
H -2.070 -0.135 -0.088

Calculated values
- orbital gap (eV) = 9.40
- relative energy (zero: lowest compared OMol25 entry of this formula, charge and spin) (eV) = 2.927
- total energy (Eh) = -679.5464
- 2S+1 = 1
- net charge = +1
- maximum force (eV Å⁻¹) = 5.6

***

# 8
DFT (ωB97M-V/def2-TZVPD) results for a cluster of 2 separate species, C3H9NO2S in total.

Geometry (Å):
S 2.127 2.125 -0.117
O -3.334 -0.553 1.074
O -1.920 -0.676 -0.670
N -1.661 -2.114 1.077
C 0.557 1.247 0.011
C 2.909 1.077 -1.351
C -2.268 -1.083 0.399
H 0.722 0.205 0.278
H 2.312 1.024 -2.259
H -0.032 1.708 0.799
H 3.878 1.507 -1.592
H -0.806 -2.450 0.669
H 3.068 0.069 -0.972
H -3.828 -1.268 1.497
H 0.009 1.302 -0.923
H -1.733 -2.120 2.079

Calculated values
- orbital gap (eV) = 8.67
- relative energy (zero: lowest compared OMol25 entry of this formula, charge and spin) (eV) = 0.636
- total energy (Eh) = -723.1450
- 2S+1 = 1
- maximum force (eV Å⁻¹) = 0.3

***

# 9
DFT (ωB97M-V/def2-TZVPD) results for a structure of composition C27H31N4O4PdSSe.

Geometry (Å):
Pd 0.617 -1.207 -2.113
Se 0.101 1.027 -0.760
S 1.651 -2.834 -3.791
O 0.493 0.426 -3.819
O -0.603 -2.889 -1.067
O -2.114 -4.429 -1.409
O -0.876 1.233 -5.396
N -0.957 2.448 1.390
N -1.365 0.286 1.624
N -1.329 -1.419 -3.143
N 2.838 -1.332 -2.071
C -2.237 3.262 3.400
C -0.415 3.732 0.888
C 3.864 -0.740 -1.501
C -2.002 0.925 2.639
C -1.638 -0.602 -4.142
C -1.570 -3.276 -1.703
C 1.079 3.903 1.125
C -3.008 2.768 4.411
C 5.435 -1.839 -2.964
C -2.817 -0.731 -4.860
C 1.656 -2.262 1.353
C 1.526 3.838 2.587
C 4.359 -2.472 -3.578
C -0.513 -1.829 2.600
C 5.188 -0.967 -1.923
C -0.739 1.213 0.837
C -2.130 -2.430 -2.824
C -1.328 -1.183 1.486
C 1.664 2.427 3.162
C -3.294 1.367 4.548
C 0.984 -1.554 2.523
C -3.333 -2.632 -3.484
C -0.565 0.409 -4.431
C 3.073 -2.187 -3.114
C -1.733 2.315 2.490
C -3.682 -1.759 -4.509
C -2.802 0.433 3.681
H -3.047 -0.052 -5.669
H -4.617 -1.890 -5.037
H -3.021 -0.618 3.796
H 2.740 -2.166 1.407
H 1.439 -1.883 3.457
H -2.034 4.318 3.312
H -0.682 3.809 -0.165
H 1.645 3.179 0.530
H -0.927 -1.397 0.500
H -3.427 3.450 5.139
H -0.143 1.848 -5.579
H 5.997 -0.455 -1.421
H 0.851 4.437 3.207
H -2.363 -1.526 1.506
H -3.921 1.049 5.370
H -2.858 -4.676 -1.979
H 1.165 -0.475 2.471
H -0.901 -1.498 3.565
H 2.198 1.774 2.467
H 1.423 -3.328 1.353
H 2.496 4.330 2.656
H 3.650 -0.071 -0.677
H 0.705 1.960 3.399
H 6.446 -2.028 -3.299
H 1.315 4.886 0.712
H -0.702 -2.904 2.550
H 1.330 -1.855 0.388
H 4.494 -3.167 -4.396
H -0.964 4.506 1.421
H 2.235 2.444 4.089
H -4.002 -3.440 -3.218

Calculated values
- orbital gap (alpha / beta) (eV) = 8.18 / 5.87
- relative energy (zero: lowest compared OMol25 entry of this formula, charge and spin) (eV) = 0.000
- total energy (Eh) = -4494.0430
- 2S+1 = 5
- net charge = +3
- maximum force (eV Å⁻¹) = 0.7

***

# 10
DFT (ωB97M-V/def2-TZVPD) results for a structure of composition C18H45CaFKN3O10V at a distorted geometry.

Geometry (Å):
V -3.321 -0.256 -4.486
Ca 1.479 -5.248 -2.146
K 7.040 0.876 0.005
F 1.479 -3.843 4.403
O -4.292 0.924 -3.620
O -2.349 -1.437 -5.351
O -2.533 -2.317 4.589
O -5.710 -2.314 -1.688
O -1.188 0.274 1.038
O -3.594 -2.420 6.613
O 1.045 -4.722 1.090
O 3.801 7.421 0.382
O 0.144 -3.620 -2.953
O 0.733 -7.497 -5.825
N -3.360 -1.087 -0.257
N 1.759 6.318 1.230
N -0.192 3.044 -0.869
C -0.891 -3.291 -3.712
C 3.199 4.938 -0.570
C -6.437 -1.386 -2.472
C -1.979 -1.523 -0.511
C -3.872 -0.509 5.279
C 4.296 1.799 1.474
C -0.963 -0.397 -0.206
C 1.944 4.106 0.081
C 1.539 4.836 1.510
C 0.506 -5.295 2.266
C 4.477 1.772 -0.155
C 3.019 6.331 0.338
C -1.714 -2.809 0.268
C 5.235 3.076 -0.796
C -0.639 -0.387 2.168
C 4.744 4.526 -0.211
C -3.273 -1.885 5.515
C 0.572 4.382 -0.834
H -0.346 -4.696 2.595
H 0.070 -0.756 -0.274
H 5.437 5.345 -0.734
H 5.168 0.829 -0.395
H 2.405 4.436 2.224
H 0.398 2.292 -1.302
H -0.656 -3.085 0.218
H -1.075 0.374 -0.978
H 4.638 2.787 2.000
H 1.267 -5.303 3.051
H -3.388 -0.705 0.693
H -1.887 -1.767 -1.576
H 1.953 2.937 0.105
H -5.809 -1.030 -3.293
H -6.749 -0.546 -1.847
H -4.932 -1.847 -1.339
H 1.024 6.811 0.675
H 0.172 -6.314 2.057
H -0.437 2.763 0.127
H 4.865 0.915 2.039
H -3.560 -0.277 -0.846
H -1.998 -2.731 1.320
H 1.799 -5.274 0.822
H 3.437 1.525 -0.660
H 4.963 3.079 -1.958
H -0.822 -3.525 -4.788
H 6.418 3.018 -0.755
H 3.140 1.633 1.724
H 0.043 -6.851 -5.614
H 4.889 4.676 0.941
H -4.964 -0.573 5.289
H 0.962 -7.302 -6.746
H -0.140 5.125 -0.231
H -3.558 -0.098 4.315
H -0.451 0.365 2.940
H -1.864 -3.748 -3.465
H -1.170 -2.225 -3.753
H -2.293 -3.637 -0.158
H 0.818 4.781 -1.909
H 0.305 -0.888 1.936
H -7.321 -1.881 -2.881
H 3.007 5.371 -1.651
H -3.550 0.177 6.068
H 0.446 4.538 1.853
H -1.361 -1.098 2.573

Calculated values
- orbital gap (eV) = 1.42
- total energy (Eh) = -3949.9418
- 2S+1 = 1
- net charge = +1
- maximum force (eV Å⁻¹) = 8.6

***

# 11
DFT (ωB97M-V/def2-TZVPD) results for the ion C3H4NO3 with charge -1 at a distorted geometry.

Geometry (Å):
O -2.159 0.082 -0.526
O 2.531 0.577 0.008
O -2.015 -1.971 0.448
N 0.254 0.672 0.030
C 1.462 1.197 -0.043
C -0.031 -0.752 0.068
C -1.574 -0.888 0.006
H 0.440 -1.248 -0.764
H -0.605 1.209 -0.119
H 0.208 -1.179 1.042
H 1.489 2.301 -0.150

Calculated values
- orbital gap (eV) = 8.56
- relative energy (zero: lowest compared OMol25 entry of this formula, charge and spin) (eV) = 0.491
- total energy (Eh) = -397.2857
- 2S+1 = 1
- net charge = -1
- maximum force (eV Å⁻¹) = 1.4

***

# 12
DFT (ωB97M-V/def2-TZVPD) results for the molecule C3H6Cl2Si at a distorted geometry.

Geometry (Å):
Cl -2.206 1.572 -0.109
Cl -1.946 -1.842 0.160
Si -1.023 -0.059 0.128
C 0.065 0.055 -1.447
C -0.068 0.248 1.785
C 1.359 -0.243 -1.441
H 1.773 -0.698 -0.630
H -0.328 0.346 -2.311
H -0.753 0.156 2.616
H 0.735 -0.444 1.992
H 0.533 1.106 1.662
H 1.857 -0.197 -2.404

Calculated values
- orbital gap (eV) = 11.18
- relative energy (zero: lowest compared OMol25 entry of this formula, charge and spin) (eV) = 0.540
- total energy (Eh) = -1327.8612
- 2S+1 = 1
- maximum force (eV Å⁻¹) = 4.9